Formula: C114H206O12
Source: the OMol25 dataset
Level of theory: ωB97M-V/def2-TZVPD

Its HOMO energy is -10.102 eV. The HOMO-LUMO gap is 7.91 eV. The calculation puts the lowest unoccupied orbital energy at -2.195 eV. The spin multiplicity is 1. Its molecular weight is 1768.9 g/mol.

Last column: Löwdin charge in e.
Geometry (Å):
C  -5.24  -6.10  -0.76  0.01
C  -5.41  -5.09  0.11  0.04
C  -4.53  -4.90  1.32  -0.31
O  -4.67  -3.94  2.12  0.07
C  -3.48  -5.94  1.35  0.02
C  -3.34  -6.92  0.47  0.01
C  -4.11  -7.03  -0.76  -0.39
O  -3.81  -7.82  -1.65  0.11
H  -5.94  -6.28  -1.56  0.11
H  -6.21  -4.38  -0.02  0.11
H  -2.79  -5.87  2.18  0.11
H  -2.45  -7.52  0.60  0.13
C  -8.10  1.90  1.92  0.03
C  -8.42  1.84  3.23  0.04
C  -9.35  2.79  3.91  -0.40
O  -9.62  2.75  5.10  0.12
C  -9.80  3.81  2.98  0.03
C  -9.34  3.96  1.70  0.03
C  -8.47  3.02  1.04  -0.40
O  -8.13  3.20  -0.11  0.11
H  -7.45  1.14  1.49  0.10
H  -8.37  0.95  3.83  0.12
H  -10.43  4.57  3.42  0.12
H  -9.73  4.77  1.10  0.12
C  6.72  1.82  1.89  0.03
C  7.74  1.33  1.18  0.00
C  8.81  0.57  1.72  -0.43
O  9.79  0.28  1.07  0.12
C  8.65  0.28  3.15  0.05
C  7.58  0.79  3.87  0.01
C  6.51  1.60  3.35  -0.42
O  5.59  2.01  4.00  0.12
H  5.92  2.35  1.40  0.11
H  7.69  1.56  0.13  0.11
H  9.34  -0.44  3.56  0.12
H  7.51  0.50  4.91  0.12
C  3.53  5.87  2.07  0.02
C  2.73  6.95  2.09  0.02
C  2.91  8.01  3.12  -0.38
O  2.12  8.94  3.22  0.10
C  4.00  7.70  4.03  0.01
C  4.77  6.63  4.07  0.02
C  4.61  5.60  3.08  -0.38
O  5.19  4.54  3.01  0.11
H  3.58  5.12  1.30  0.11
H  1.96  7.01  1.33  0.10
H  4.17  8.50  4.74  0.13
H  5.55  6.58  4.82  0.13
C  -2.46  -4.77  -3.02  0.04
C  -1.74  -4.63  -1.87  0.03
C  -0.59  -5.49  -1.50  -0.36
O  0.10  -5.38  -0.48  0.08
C  -0.27  -6.47  -2.59  0.05
C  -1.06  -6.57  -3.72  0.00
C  -2.24  -5.87  -4.01  -0.37
O  -2.78  -6.00  -5.13  0.09
H  -3.26  -4.08  -3.26  0.09
H  -1.96  -3.84  -1.17  0.11
H  0.67  -6.99  -2.47  0.10
H  -0.67  -7.29  -4.42  0.12
C  -7.02  -6.30  -5.74  0.03
C  -6.15  -5.84  -4.82  0.04
C  -6.24  -4.54  -4.14  -0.37
O  -5.47  -4.10  -3.30  0.08
C  -7.44  -3.79  -4.57  0.02
C  -8.35  -4.26  -5.44  0.03
C  -8.24  -5.59  -6.03  -0.36
O  -9.16  -6.07  -6.75  0.08
H  -6.92  -7.25  -6.25  0.13
H  -5.31  -6.44  -4.51  0.11
H  -7.46  -2.77  -4.22  0.10
H  -9.16  -3.63  -5.79  0.12
C  5.25  -1.77  4.07  -0.10
C  5.55  -3.10  4.74  -0.29
C  4.36  -3.58  5.50  -0.23
C  4.73  -4.88  6.26  -0.24
C  3.57  -5.54  7.01  -0.24
C  4.00  -6.79  7.87  -0.10
H  4.37  -1.79  3.42  0.06
H  6.04  -1.44  3.39  0.06
H  5.05  -1.06  4.87  0.08
H  5.86  -3.91  4.08  0.09
H  6.45  -2.98  5.34  0.11
H  3.54  -3.84  4.84  0.11
H  4.06  -2.88  6.28  0.12
H  5.15  -5.51  5.48  0.09
H  5.61  -4.72  6.89  0.12
H  3.22  -4.73  7.65  0.10
H  2.76  -5.93  6.40  0.09
H  4.38  -6.45  8.83  0.06
H  3.17  -7.47  8.02  0.06
H  4.79  -7.28  7.30  0.06
C  -5.43  0.73  -5.47  -0.08
C  -5.08  -0.78  -5.68  -0.22
C  -4.68  -1.02  -7.18  -0.19
C  -3.86  -2.33  -7.42  -0.23
C  -2.37  -2.28  -7.21  -0.26
C  -1.56  -3.33  -8.07  -0.08
H  -6.14  1.07  -6.22  0.07
H  -4.58  1.41  -5.48  0.05
H  -5.85  0.79  -4.47  0.04
H  -4.19  -1.03  -5.10  0.09
H  -5.86  -1.44  -5.29  0.08
H  -4.18  -0.26  -7.78  0.11
H  -5.69  -1.12  -7.57  0.10
H  -4.22  -3.20  -6.87  0.10
H  -4.00  -2.58  -8.47  0.10
H  -1.98  -1.33  -7.57  0.09
H  -2.12  -2.21  -6.15  0.09
H  -2.29  -4.07  -8.39  0.06
H  -0.83  -3.05  -8.83  0.07
H  -0.94  -3.91  -7.37  0.05
C  -6.42  -0.25  -1.87  -0.14
C  -7.86  0.15  -1.83  -0.23
C  -8.89  -0.92  -1.25  -0.17
C  -8.39  -1.50  0.07  -0.25
C  -9.08  -2.79  0.51  -0.24
C  -8.43  -3.23  1.86  -0.11
H  -5.99  -0.14  -0.88  0.06
H  -5.78  0.47  -2.38  0.05
H  -6.26  -1.28  -2.20  0.07
H  -7.85  1.03  -1.19  0.07
H  -8.16  0.60  -2.78  0.10
H  -9.11  -1.72  -1.96  0.09
H  -9.88  -0.51  -1.05  0.10
H  -7.37  -1.88  0.06  0.09
H  -8.38  -0.72  0.84  0.09
H  -10.17  -2.73  0.54  0.11
H  -8.87  -3.62  -0.17  0.10
H  -8.74  -4.27  2.01  0.06
H  -7.35  -3.24  1.96  0.05
H  -8.81  -2.73  2.75  0.07
C  -1.03  1.03  -5.37  -0.07
C  -1.72  1.38  -3.96  -0.24
C  -2.32  2.80  -3.97  -0.21
C  -3.23  3.05  -2.73  -0.23
C  -3.90  4.38  -2.75  -0.25
C  -4.85  4.67  -1.53  -0.08
H  -0.82  -0.04  -5.37  0.03
H  -0.04  1.48  -5.31  0.05
H  -1.59  1.30  -6.26  0.07
H  -2.44  0.60  -3.74  0.09
H  -0.98  1.27  -3.17  0.07
H  -2.90  2.97  -4.88  0.10
H  -1.47  3.49  -3.99  0.10
H  -3.96  2.25  -2.59  0.10
H  -2.53  2.84  -1.92  0.09
H  -3.08  5.10  -2.78  0.10
H  -4.43  4.62  -3.67  0.11
H  -4.21  4.76  -0.66  0.04
H  -5.28  5.67  -1.59  0.07
H  -5.64  3.93  -1.41  0.06
C  1.96  3.22  -3.21  -0.10
C  1.73  3.86  -1.84  -0.24
C  0.28  4.45  -1.82  -0.18
C  -0.11  5.20  -0.48  -0.16
C  0.07  4.33  0.83  -0.23
C  -0.93  3.17  0.95  -0.07
H  1.11  2.56  -3.41  0.05
H  2.89  2.68  -3.38  0.05
H  1.91  4.01  -3.95  0.08
H  1.93  3.12  -1.07  0.08
H  2.43  4.69  -1.72  0.09
H  -0.41  3.61  -1.89  0.07
H  0.07  5.09  -2.68  0.11
H  0.53  6.07  -0.35  0.08
H  -1.12  5.61  -0.48  0.09
H  1.06  3.88  0.84  0.07
H  0.24  4.98  1.69  0.08
H  -0.67  2.49  1.77  0.05
H  -1.93  3.57  1.09  0.06
H  -0.93  2.46  0.11  0.06
C  -1.91  9.17  2.47  -0.11
C  -2.02  8.16  1.33  -0.24
C  -3.10  7.02  1.60  -0.21
C  -2.77  6.03  2.70  -0.24
C  -3.75  4.85  2.76  -0.25
C  -3.45  3.96  3.98  -0.10
H  -2.93  9.52  2.67  0.07
H  -1.31  9.99  2.08  0.07
H  -1.46  8.76  3.38  0.06
H  -2.36  8.70  0.45  0.10
H  -1.05  7.78  1.00  0.08
H  -3.30  6.37  0.75  0.08
H  -4.07  7.52  1.67  0.11
H  -1.74  5.72  2.57  0.09
H  -2.71  6.61  3.62  0.11
H  -4.77  5.22  2.86  0.10
H  -3.74  4.34  1.80  0.08
H  -3.17  4.42  4.92  0.07
H  -4.18  3.15  4.08  0.07
H  -2.51  3.49  3.67  0.04
C  5.83  5.90  -1.44  -0.10
C  6.32  7.33  -1.41  -0.29
C  5.36  8.30  -0.86  -0.26
C  6.03  9.63  -0.45  -0.20
C  5.06  10.65  0.23  -0.22
C  5.68  12.07  0.65  -0.10
H  4.89  5.78  -1.98  0.07
H  5.50  5.68  -0.42  0.05
H  6.51  5.08  -1.64  0.07
H  7.22  7.45  -0.82  0.11
H  6.55  7.62  -2.44  0.11
H  4.83  7.77  -0.07  0.09
H  4.57  8.50  -1.58  0.12
H  6.78  9.33  0.29  0.11
H  6.45  10.06  -1.36  0.11
H  4.23  10.89  -0.44  0.09
H  4.58  10.11  1.05  0.09
H  6.01  12.00  1.68  0.05
H  6.46  12.52  0.04  0.06
H  4.90  12.83  0.70  0.05
C  0.95  0.98  4.25  -0.11
C  1.45  2.35  4.83  -0.21
C  0.28  2.97  5.68  -0.22
C  0.60  4.33  6.22  -0.23
C  0.41  5.44  5.18  -0.24
C  0.35  6.92  5.73  -0.08
H  0.05  1.13  3.66  0.05
H  0.61  0.21  4.94  0.06
H  1.68  0.42  3.66  0.05
H  2.34  2.15  5.42  0.10
H  1.71  3.07  4.05  0.09
H  0.14  2.25  6.49  0.11
H  -0.59  3.05  5.03  0.09
H  -0.08  4.52  7.05  0.11
H  1.66  4.40  6.48  0.11
H  1.25  5.45  4.50  0.08
H  -0.50  5.20  4.63  0.08
H  -0.62  7.18  6.14  0.07
H  1.24  7.07  6.35  0.07
H  0.56  7.64  4.94  0.04
C  4.47  -8.49  3.29  -0.12
C  4.19  -7.11  2.71  -0.23
C  5.05  -6.61  1.44  -0.20
C  4.91  -5.16  1.14  -0.23
C  3.54  -4.64  0.67  -0.24
C  3.35  -3.16  0.33  -0.09
H  5.06  -8.43  4.21  0.06
H  5.03  -9.18  2.65  0.07
H  3.55  -9.02  3.50  0.06
H  3.19  -7.17  2.29  0.08
H  4.26  -6.40  3.54  0.08
H  4.77  -7.18  0.55  0.11
H  6.09  -6.86  1.63  0.11
H  5.18  -4.68  2.08  0.09
H  5.68  -4.84  0.45  0.09
H  3.21  -5.25  -0.18  0.10
H  2.83  -4.83  1.47  0.08
H  3.97  -3.00  -0.55  0.06
H  2.32  -2.94  0.02  0.06
H  3.71  -2.47  1.09  0.06
C  6.75  -4.01  -2.18  -0.09
C  7.46  -3.12  -3.31  -0.22
C  6.67  -1.89  -3.81  -0.22
C  6.35  -0.78  -2.77  -0.22
C  5.62  0.42  -3.33  -0.24
C  5.51  1.60  -2.28  -0.08
H  7.28  -4.96  -2.06  0.06
H  5.76  -4.29  -2.52  0.06
H  6.71  -3.54  -1.20  0.05
H  8.42  -2.75  -2.94  0.10
H  7.69  -3.70  -4.21  0.09
H  5.77  -2.09  -4.40  0.10
H  7.37  -1.50  -4.54  0.10
H  5.60  -1.15  -2.07  0.10
H  7.27  -0.53  -2.24  0.11
H  5.88  0.72  -4.34  0.11
H  4.58  0.11  -3.48  0.07
H  5.12  1.34  -1.30  0.04
H  6.53  1.98  -2.19  0.06
H  4.85  2.39  -2.64  0.04
C  -2.17  -1.28  4.07  -0.09
C  -1.77  -2.74  3.70  -0.25
C  -0.28  -3.08  3.58  -0.21
C  0.00  -4.54  3.11  -0.20
C  -0.15  -5.59  4.26  -0.20
C  0.50  -7.01  3.87  -0.10
H  -3.23  -1.34  4.34  0.07
H  -2.04  -0.67  3.18  0.05
H  -1.68  -0.79  4.91  0.06
H  -2.17  -3.47  4.41  0.10
H  -2.28  -2.85  2.74  0.08
H  0.07  -2.93  4.60  0.11
H  0.26  -2.45  2.86  0.09
H  -0.56  -4.82  2.22  0.09
H  1.03  -4.47  2.77  0.08
H  0.31  -5.27  5.20  0.09
H  -1.18  -5.90  4.46  0.08
H  0.60  -7.22  2.80  0.06
H  1.55  -7.05  4.16  0.03
H  0.06  -7.86  4.38  0.06
C  2.04  -1.23  -4.57  -0.09
C  2.42  -2.29  -3.54  -0.23
C  1.86  -3.76  -3.92  -0.19
C  2.56  -4.26  -5.16  -0.22
C  2.16  -5.74  -5.38  -0.23
C  2.69  -6.75  -4.31  -0.10
H  2.29  -1.52  -5.59  0.07
H  2.56  -0.30  -4.34  0.05
H  0.96  -1.09  -4.53  0.05
H  3.48  -2.32  -3.29  0.08
H  2.00  -2.16  -2.54  0.07
H  0.77  -3.70  -3.89  0.11
H  2.14  -4.39  -3.08  0.09
H  2.28  -3.67  -6.03  0.10
H  3.64  -4.21  -5.04  0.11
H  1.09  -5.85  -5.55  0.08
H  2.54  -5.95  -6.38  0.10
H  2.11  -7.67  -4.37  0.06
H  3.70  -7.08  -4.52  0.07
H  2.59  -6.58  -3.23  0.04
C  -3.04  -0.76  -0.41  -0.09
C  -1.61  -0.47  -0.89  -0.23
C  -0.54  -0.28  0.23  -0.23
C  0.86  -0.06  -0.23  -0.22
C  1.78  0.34  0.87  -0.27
C  3.26  0.45  0.60  -0.09
H  -3.14  -1.69  0.15  0.06
H  -3.66  -0.84  -1.30  0.05
H  -3.49  -0.04  0.27  0.08
H  -1.21  -1.14  -1.65  0.11
H  -1.68  0.50  -1.39  0.06
H  -0.53  -1.23  0.77  0.10
H  -0.87  0.33  1.08  0.09
H  1.19  -0.96  -0.76  0.10
H  0.81  0.79  -0.92  0.11
H  1.50  1.33  1.23  0.10
H  1.57  -0.32  1.71  0.09
H  3.52  -0.41  -0.02  0.06
H  3.64  1.27  -0.01  0.05
H  3.77  0.43  1.56  0.07